## 1
# C9H14O

A cluster of 2 separate species, C9H14O in total (ωB97M-V/def2-TZVPD, the Open Molecules 2025 dataset).

Each line ends with the natural charge from an NBO analysis.
Element x y z (Å)
1 C 1.536 2.152 1.059  -0.605
2 C 2.312 1.812 -0.201  -0.607
3 H 1.916 1.579 1.895  0.204
4 H 1.580 3.231 1.256  0.201
5 H 0.456 2.058 0.917  0.198
6 H 2.027 2.365 -1.093  0.205
7 H 2.240 0.754 -0.462  0.206
8 H 3.369 1.975 0.031  0.199
9 C -2.222 1.105 0.282  -0.624
10 C -1.883 -1.001 -1.075  -0.186
11 C -1.507 -0.192 0.001  -0.049
12 C -1.159 -2.133 -1.391  -0.261
13 C -0.454 -0.641 0.781  -0.182
14 C -0.036 -2.491 -0.661  0.290
15 C 0.336 -1.739 0.441  -0.292
16 O 0.743 -3.520 -1.160  -0.680
17 H -2.748 -0.744 -1.667  0.210
18 H -1.423 -2.754 -2.239  0.223
19 H -1.612 1.760 0.896  0.214
20 H -3.193 0.977 0.754  0.219
21 H -0.250 -0.204 1.754  0.210
22 H 1.257 -1.954 0.966  0.213
23 H 1.133 -3.982 -0.403  0.477
24 H -2.418 1.585 -0.679  0.217

As for the structure (SMILES): Cc1ccc(O)cc1.CC. As for the charge: 0. The calculation puts the LUMO energy at 0.9 eV.

## 2
# C9H14O

A cluster of 2 separate species, C9H14O in total (ωB97M-V/def2-TZVPD, the Open Molecules 2025 dataset).

Each line ends with the natural charge from an NBO analysis.
Element x y z (Å)
1 C 2.842 -0.973 2.343  -0.614
2 C 1.976 -0.788 1.078  -0.623
3 H 2.271 -1.462 3.131  0.202
4 H 3.649 -1.660 2.125  0.203
5 H 3.204 -0.035 2.745  0.206
6 H 2.257 -1.572 0.372  0.204
7 H 1.941 0.219 0.678  0.216
8 H 0.906 -0.965 1.247  0.205
9 C -2.424 -1.623 -1.414  -0.626
10 C -2.218 0.627 -0.335  -0.182
11 C -1.647 -0.351 -1.125  -0.049
12 C -1.494 1.772 -0.001  -0.291
13 C -0.217 1.943 -0.503  0.290
14 C -0.392 -0.114 -1.692  -0.187
15 C 0.338 1.027 -1.365  -0.265
16 O 0.558 3.038 -0.190  -0.672
17 H -3.216 0.524 0.085  0.209
18 H -1.977 2.527 0.575  0.209
19 H -3.330 -1.383 -1.960  0.220
20 H -2.733 -2.010 -0.457  0.213
21 H 0.074 -0.957 -2.203  0.210
22 H 0.135 3.507 0.551  0.476
23 H 1.298 1.122 -1.859  0.230
24 H -1.800 -2.412 -1.826  0.216

As for the structure (SMILES): Cc1ccc(O)cc1.CC. As for the charge: 0. The calculation puts the LUMO energy at 0.9 eV.

Which one sits at the bottom of the stability order? 2 does.